Record 1
A molecular structure, C66H183F3N17O45V, computed with ωB97M-V with the def2-TZVPD basis set.

Positions of all 315 atoms, in Å:
1 V 14.192 -25.759 -7.480
2 F 17.224 -29.930 -7.951
3 F 17.789 -28.656 -9.575
4 F 19.184 -28.948 -7.851
5 O 15.754 -20.177 -13.099
6 O 23.852 -32.040 -7.694
7 O 18.804 -17.480 -6.132
8 O 21.586 -36.963 -7.257
9 O 16.809 -27.596 -0.074
10 O 17.920 -20.097 -5.094
11 O 18.666 -18.994 -8.594
12 O 15.227 -24.021 -6.755
13 O 23.340 -27.566 -8.410
14 O 19.730 -30.981 -3.673
15 O 12.834 -27.185 -3.216
16 O 12.768 -32.171 -8.195
17 O 21.917 -25.254 -6.868
18 O 21.869 -21.119 -8.652
19 O 12.350 -32.248 -3.688
20 O 16.228 -34.439 -8.363
21 O 12.548 -24.231 -7.773
22 O 21.761 -21.473 -11.616
23 O 20.740 -28.599 -12.860
24 O 20.239 -20.217 -6.710
25 O 10.721 -28.669 -16.744
26 O 18.921 -19.667 -13.143
27 O 21.424 -33.345 -3.045
28 O 12.867 -27.312 -8.243
29 O 22.099 -24.852 -9.512
30 O 14.758 -25.013 -9.474
31 O 14.944 -29.814 -12.633
32 O 15.859 -27.401 -7.276
33 O 21.297 -28.660 -4.359
34 O 18.306 -28.529 -3.996
35 O 15.746 -25.886 -11.982
36 O 20.346 -24.211 -4.714
37 O 22.589 -32.650 -10.317
38 O 8.753 -36.127 -2.717
39 O 23.981 -22.928 -9.617
40 O 19.268 -24.417 -2.184
41 O 13.623 -21.367 -11.436
42 O 16.682 -31.149 -3.058
43 O 23.089 -23.465 -16.423
44 O 16.354 -26.894 -2.626
45 O 17.468 -26.328 -8.323
46 O 21.349 -32.296 -6.099
47 O 18.311 -25.590 -13.642
48 O 18.622 -33.144 -6.825
49 O 13.731 -26.037 -6.037
50 N 11.919 -35.341 -2.852
51 N 12.875 -28.784 -14.759
52 N 23.705 -22.355 -12.355
53 N 16.926 -22.877 -5.901
54 N 13.163 -34.379 -8.384
55 N 11.918 -29.274 -8.981
56 N 19.323 -20.235 -11.007
57 N 22.368 -21.560 -13.783
58 N 21.380 -24.764 -11.614
59 N 21.756 -26.063 -14.212
60 N 13.561 -29.315 -7.646
61 N 22.019 -35.769 -9.880
62 N 14.976 -22.000 -5.860
63 N 16.746 -30.726 -0.167
64 N 18.633 -18.236 -11.532
65 N 21.748 -26.646 -10.846
66 N 11.240 -33.765 -7.759
67 C 13.650 -29.165 -12.441
68 C 22.134 -31.327 -10.552
69 C 13.419 -28.209 -13.592
70 C 12.858 -33.420 -4.287
71 C 18.571 -24.367 -8.823
72 C 20.785 -37.711 -6.366
73 C 17.148 -26.307 0.456
74 C 15.520 -30.380 -11.425
75 C 12.766 -28.522 -8.309
76 C 9.605 -35.314 -1.900
77 C 13.014 -34.417 -3.051
78 C 12.403 -31.065 -4.520
79 C 19.239 -27.518 -3.965
80 C 20.458 -27.659 -4.879
81 C 12.773 -23.553 -9.029
82 C 15.966 -31.788 -0.820
83 C 16.427 -31.049 -4.535
84 C 11.061 -29.806 -15.954
85 C 10.717 -34.478 -2.566
86 C 19.734 -31.723 -2.459
87 C 13.512 -24.488 -9.986
88 C 17.872 -28.788 -8.233
89 C 22.754 -34.962 -10.839
90 C 12.406 -33.337 -8.148
91 C 21.761 -25.368 -10.595
92 C 23.171 -25.850 -6.529
93 C 15.800 -29.746 0.325
94 C 15.675 -23.063 -6.199
95 C 21.716 -34.986 -8.692
96 C 24.066 -22.137 -8.486
97 C 9.335 -28.359 -16.795
98 C 16.771 -33.116 -8.498
99 C 22.400 -27.364 -14.154
100 C 21.659 -31.302 -6.990
101 C 17.957 -17.146 -7.270
102 C 16.541 -28.527 0.981
103 C 22.368 -24.592 -16.215
104 C 20.819 -35.807 -7.720
105 C 22.952 -22.953 -17.748
106 C 19.720 -29.537 -12.828
107 C 18.322 -33.110 -8.288
108 C 22.607 -25.047 -14.704
109 C 15.358 -19.750 -11.784
110 C 23.354 -27.365 -7.013
111 C 20.382 -23.595 -2.393
112 C 23.209 -20.774 -8.537
113 C 16.990 -26.627 -11.866
114 C 17.524 -18.385 -8.028
115 C 23.185 -31.021 -6.963
116 C 9.218 -37.480 -2.719
117 C 22.210 -33.619 -11.323
118 C 19.087 -20.837 -4.737
119 C 19.971 -21.352 -5.877
120 C 21.356 -28.524 -14.122
121 C 21.075 -32.286 -2.142
122 C 22.545 -21.730 -12.537
123 C 18.198 -25.749 -12.212
124 C 11.599 -29.496 -14.565
125 C 14.127 -27.696 -3.256
126 C 14.814 -20.865 -11.013
127 C 21.179 -24.071 -3.589
128 C 15.562 -31.502 -2.287
129 C 15.072 -26.425 -2.914
130 C 17.233 -27.499 -7.553
131 C 18.946 -19.395 -11.963
132 C 18.789 -25.875 -8.620
133 H 21.489 -31.806 -7.941
134 H 23.666 -25.305 -14.693
135 H 22.950 -23.659 -18.579
136 H 15.042 -25.792 -3.801
137 H 18.726 -26.599 -4.249
138 H 16.328 -32.585 -7.655
139 H 16.535 -25.966 1.291
140 H 23.830 -22.317 -17.860
141 H 21.916 -29.451 -14.247
142 H 19.498 -27.370 -2.916
143 H 17.762 -27.154 -6.664
144 H 19.931 -20.926 -11.423
145 H 20.290 -37.064 -5.641
146 H 14.881 -30.653 -2.221
147 H 10.965 -33.639 -1.917
148 H 14.668 -30.757 -10.860
149 H 13.655 -23.858 -10.865
150 H 20.367 -35.227 -6.914
151 H 15.038 -32.007 -0.292
152 H 19.997 -22.580 -2.498
153 H 17.448 -28.199 -3.720
154 H 18.238 -17.637 -12.243
155 H 18.122 -24.794 -11.692
156 H 19.270 -20.017 -10.022
157 H 19.022 -29.319 -13.637
158 H 14.603 -18.966 -11.840
159 H 22.579 -25.408 -16.906
160 H 23.580 -20.190 -9.379
161 H 15.813 -28.117 1.681
162 H 23.352 -20.178 -7.636
163 H 12.046 -23.566 -7.295
164 H 12.622 -27.986 -15.325
165 H 14.416 -28.217 -4.169
166 H 19.102 -32.611 -2.468
167 H 17.444 -28.686 1.570
168 H 20.095 -38.343 -6.924
169 H 18.639 -18.016 -10.546
170 H 15.046 -32.358 -2.722
171 H 21.221 -23.776 -11.478
172 H 21.002 -23.718 -1.505
173 H 10.198 -30.455 -15.804
174 H 17.158 -30.318 -0.994
175 H 15.146 -30.220 1.057
176 H 19.641 -20.365 -3.925
177 H 17.290 -22.030 -5.490
178 H 13.977 -21.929 -5.990
179 H 14.953 -20.211 -13.627
180 H 24.301 -27.655 -6.556
181 H 25.118 -21.859 -8.547
182 H 16.212 -19.321 -11.259
183 H 13.283 -34.007 -2.078
184 H 17.375 -30.857 -5.036
185 H 12.662 -35.255 -8.336
186 H 22.667 -34.695 -8.247
187 H 11.996 -30.238 -3.938
188 H 22.727 -33.535 -12.278
189 H 20.117 -27.868 -5.893
190 H 11.153 -28.791 -9.430
191 H 15.502 -21.706 -11.105
192 H 20.746 -20.590 -7.436
193 H 9.058 -27.703 -17.620
194 H 16.053 -29.618 -10.857
195 H 22.648 -31.072 -11.479
196 H 22.006 -22.420 -17.834
197 H 11.164 -34.704 -7.395
198 H 13.451 -30.861 -4.739
199 H 17.038 -26.913 -10.815
200 H 13.917 -34.967 -3.316
201 H 16.376 -32.531 -9.330
202 H 23.972 -25.325 -7.050
203 H 16.703 -34.931 -9.037
204 H 17.021 -27.547 -12.449
205 H 21.680 -21.156 -9.593
206 H 19.609 -22.119 -6.562
207 H 21.530 -32.928 -3.903
208 H 9.084 -27.865 -15.856
209 H 17.643 -23.973 -9.237
210 H 21.854 -25.307 -7.825
211 H 16.180 -31.229 -11.602
212 H 15.540 -21.190 -5.644
213 H 16.096 -32.012 -4.925
214 H 23.159 -21.803 -14.362
215 H 18.745 -32.147 -8.572
216 H 10.342 -34.140 -3.532
217 H 20.996 -32.672 -1.126
218 H 14.100 -34.232 -8.732
219 H 16.865 -18.050 -8.829
220 H 12.182 -33.784 -5.061
221 H 8.408 -38.140 -3.028
222 H 21.504 -21.133 -14.087
223 H 23.682 -30.961 -5.995
224 H 24.255 -22.651 -13.149
225 H 18.353 -24.646 -13.810
226 H 22.533 -24.220 -13.997
227 H 17.228 -25.541 -0.315
228 H 12.238 -35.678 -1.955
229 H 16.295 -27.204 -1.720
230 H 15.527 -25.735 -12.905
231 H 12.744 -25.192 -10.307
232 H 19.290 -26.413 -9.425
233 H 24.056 -26.975 -8.655
234 H 11.730 -30.425 -16.552
235 H 15.324 -25.139 -10.239
236 H 10.065 -35.788 -1.033
237 H 19.142 -29.430 -11.910
238 H 14.423 -28.960 -7.255
239 H 11.820 -23.283 -9.483
240 H 23.568 -31.870 -8.595
241 H 11.749 -30.471 -14.100
242 H 23.011 -27.538 -15.040
243 H 19.977 -36.192 -8.296
244 H 21.158 -34.089 -8.961
245 H 22.974 -35.621 -11.678
246 H 22.286 -27.191 -10.188
247 H 22.546 -27.958 -6.584
248 H 12.639 -27.024 -2.290
249 H 13.353 -22.663 -8.782
250 H 14.247 -28.397 -2.430
251 H 11.993 -30.276 -9.084
252 H 11.818 -31.086 -5.439
253 H 22.303 -30.537 -9.821
254 H 18.761 -21.756 -4.249
255 H 21.931 -31.629 -1.988
256 H 20.452 -32.600 -6.254
257 H 21.545 -25.079 -3.388
258 H 8.678 -29.214 -16.956
259 H 17.027 -16.706 -6.912
260 H 23.358 -25.657 -5.472
261 H 13.770 -28.564 -11.540
262 H 19.433 -25.863 -7.740
263 H 15.673 -30.287 -4.731
264 H 23.191 -23.467 -9.539
265 H 23.758 -34.722 -10.488
266 H 20.065 -30.544 -13.060
267 H 21.297 -25.270 -12.484
268 H 19.189 -19.306 -7.852
269 H 21.042 -26.741 -4.809
270 H 18.857 -24.732 -2.992
271 H 19.307 -23.976 -9.524
272 H 10.852 -29.012 -13.935
273 H 20.839 -24.311 -5.532
274 H 19.260 -16.727 -5.748
275 H 18.304 -33.958 -6.427
276 H 13.796 -21.767 -12.292
277 H 17.036 -19.085 -7.350
278 H 18.375 -16.374 -7.916
279 H 8.989 -34.545 -1.434
280 H 18.750 -33.962 -8.816
281 H 20.883 -26.095 -14.719
282 H 21.108 -31.396 -10.913
283 H 24.018 -22.631 -11.435
284 H 17.567 -23.583 -6.234
285 H 21.515 -26.944 -11.783
286 H 21.001 -30.433 -7.010
287 H 14.380 -27.720 -13.752
288 H 10.006 -37.621 -3.459
289 H 19.044 -26.307 -11.812
290 H 15.218 -29.360 -0.512
291 H 14.804 -20.494 -9.988
292 H 18.171 -26.313 0.831
293 H 21.955 -23.311 -3.684
294 H 19.334 -30.984 -1.765
295 H 20.631 -28.503 -14.936
296 H 21.141 -33.652 -11.536
297 H 13.805 -33.041 -4.670
298 H 9.626 -37.745 -1.744
299 H 20.743 -29.438 -4.457
300 H 16.524 -32.711 -0.661
301 H 12.875 -29.919 -12.304
302 H 22.996 -27.310 -13.243
303 H 12.709 -27.420 -13.344
304 H 13.471 -30.294 -7.879
305 H 18.985 -30.380 -3.601
306 H 18.294 -19.252 -5.354
307 H 18.708 -23.961 -7.820
308 H 20.904 -21.652 -5.399
309 H 21.398 -38.444 -5.841
310 H 21.300 -24.386 -16.281
311 H 14.714 -25.817 -2.084
312 H 23.462 -30.094 -7.465
313 H 10.548 -33.082 -7.483
314 H 23.869 -22.789 -7.634
315 H 22.603 -36.583 -9.746

Forces on atoms 1 to 3 (eV/Å):
1.22 -2.02 2.09
0.21 0.18 0.27
0.71 -0.15 0.16

Properties
F_max, eV/Å: 7.215
Lowest unoccupied orbital energy (alpha / beta), eV: -2.233 / -2.002
Frontier orbital gap (alpha / beta), eV: 7.39 / 7.62
2S+1: 2
Net charge: +1
⟨S²⟩: 0.777


Record 2
2 unconnected molecules or ions with the total composition C2H2FN3O, computed with ωB97M-V with the def2-TZVPD basis set.

Positions of all 9 atoms, in Å:
1 F -0.931 -2.111 0.912
2 O 1.983 -0.178 0.676
3 N -0.434 0.921 -0.746
4 N -0.085 -0.197 -1.034
5 N 0.274 -1.603 1.250
6 C -1.110 1.885 -0.520
7 C 0.993 -0.827 0.716
8 H -1.482 2.516 0.232
9 H 0.791 -0.405 -1.486

Forces on atoms 1 to 3 (eV/Å):
0.12 0.54 -0.69
-0.51 -0.22 -0.44
-2.64 4.65 0.69

Properties
F_max, eV/Å: 5.390
Lowest unoccupied orbital energy, eV: 0.007
Frontier orbital gap, eV: 9.61
2S+1: 1
ΔE to the lowest compared entry with this formula, charge and spin, kJ/mol: 564.1